This record from the OMol25 dataset describes a molecular structure, C15H12N2NiO5 in a non-equilibrium geometry. The level of theory is the ωB97M-V functional and the def2-TZVPD basis.

Values from the calculation:
net charge = +2
energy above the lowest of the compared OMol25 structures with the same formula, charge and spin = 0.0 kcal per mole
maximum force = 7.8 eV/Å
expectation value of S² = 2.04
frontier orbital gap (spin up / spin down) = 0.2793 / 0.2085 hartree
multiplicity = 3

Atoms and positions in Å:
Ni -0.06 0.05 -1.23
O -3.02 0.28 -2.02
O -0.02 -0.86 1.90
O 0.13 2.90 -0.62
O 0.13 -2.78 -0.32
O 2.84 0.39 -1.46
N -0.67 -0.60 4.11
N -1.79 -0.24 4.76
C 3.00 -0.44 4.54
C 1.72 -0.17 4.09
C 0.04 -1.67 -0.61
C 2.09 -1.92 6.23
C -0.91 -0.61 2.73
C 1.72 0.20 -1.26
C 0.09 1.79 -0.96
C -1.83 -0.07 6.20
C -2.79 -0.02 3.88
C -4.13 0.45 4.30
C 0.61 -0.78 4.70
C 3.19 -1.33 5.61
C -2.31 -0.27 2.62
C -1.94 0.29 -1.63
C 0.79 -1.65 5.78
H 2.22 -2.61 7.07
H 1.55 0.51 3.25
H -4.68 -0.32 4.86
H -1.83 -1.05 6.71
H -4.70 0.71 3.41
H 3.85 0.04 4.04
H 4.21 -1.58 5.93
H -0.08 -2.09 6.26
H -2.83 -0.19 1.69
H -2.76 0.44 6.45
H -0.98 0.51 6.59
H -4.09 1.33 4.96

This record from the OMol25 dataset describes a molecular structure, C15H12N5O4ReSSbSe4 in a non-equilibrium geometry. The level of theory is the ωB97M-V functional and the def2-TZVPD basis.

Values from the calculation:
net charge = 0
energy above the lowest of the compared OMol25 structures with the same formula, charge and spin = 0.0 kcal per mole
maximum force = 1.4 eV/Å
expectation value of S² = 0.85
frontier orbital gap (spin up / spin down) = 0.2265 / 0.1946 hartree
multiplicity = 2

Atoms and positions in Å:
Re 0.16 0.32 -0.07
Sb 4.48 -0.60 0.30
Se 2.47 1.22 -0.04
Se 4.58 -0.94 -2.03
Se 3.21 -2.35 1.55
Se 5.93 0.45 1.86
S 2.25 2.35 1.88
O 0.51 -1.62 -0.29
O -0.58 1.98 -0.89
O -0.50 3.38 -2.64
O 1.48 -3.20 -1.56
N 0.48 0.09 -2.09
N 2.76 0.76 3.89
N -0.19 0.35 1.97
N 0.78 0.24 2.94
N -1.87 -0.17 0.12
C -1.80 0.12 3.84
C 1.17 -0.13 -4.70
C 1.33 -1.22 -3.85
C 0.31 1.14 -2.88
C -4.04 -0.66 -0.73
C -4.58 -0.55 0.54
C -2.39 -0.07 1.37
C -1.41 0.17 2.41
C 1.82 0.96 2.93
C -0.29 2.31 -2.14
C 0.65 1.06 -4.22
C 1.04 -2.09 -1.41
C -3.75 -0.26 1.60
C 0.96 -1.07 -2.53
C -2.69 -0.46 -0.91
H 3.72 0.99 3.64
H -2.21 -0.86 4.10
H -0.95 0.32 4.48
H -4.13 -0.17 2.61
H -2.57 0.87 4.04
H -2.21 -0.52 -1.88
H 2.64 -0.08 4.44
H -4.66 -0.89 -1.59
H -5.64 -0.70 0.70
H 1.74 -2.16 -4.19
H 0.50 1.92 -4.85
H 1.46 -0.22 -5.74

This record from the OMol25 dataset describes 2 unconnected molecules or ions with the total composition C15H13BClF3O in a non-equilibrium geometry. The level of theory is the ωB97M-V functional and the def2-TZVPD basis.

Values from the calculation:
net charge = 0
energy above the lowest of the compared OMol25 structures with the same formula, charge and spin = 0.0 kcal per mole
maximum force = 2.1 eV/Å
frontier orbital gap = 0.1688 hartree

Atoms and positions in Å:
Cl -0.45 -4.52 2.69
F 2.29 -1.39 -1.39
F 2.26 -1.14 -3.66
F 2.27 0.70 -2.31
O -1.90 0.04 -2.37
C -1.41 -2.05 2.21
C 1.12 -1.02 1.68
C -0.31 3.43 0.43
C 1.15 3.10 0.46
C -1.87 -1.32 -2.45
C 0.24 -0.62 -2.43
C 1.35 1.82 0.83
C -0.56 -1.75 -2.49
C 0.13 1.15 1.09
C -1.29 -0.74 1.82
C -1.00 2.10 0.80
C -0.60 0.46 -2.36
C -0.01 -0.19 1.52
C -0.28 -2.85 2.32
C 0.99 -2.32 2.08
B 1.85 -0.61 -2.45
H -0.54 4.22 1.15
H -2.37 -2.47 2.45
H -1.65 2.21 1.68
H -2.76 -1.94 -2.48
H 1.94 3.80 0.24
H -0.21 -2.77 -2.55
H -0.29 1.49 -2.31
H -1.63 1.71 -0.02
H 2.10 -0.63 1.47
H -0.61 3.79 -0.56
H 2.33 1.38 0.94
H 1.86 -2.95 2.22
H -2.16 -0.12 1.75

This record from the OMol25 dataset describes a molecular structure, C15H13BF2O3Re. The level of theory is the ωB97M-V functional and the def2-TZVPD basis.

Values from the calculation:
net charge = 0
energy above the lowest of the compared OMol25 structures with the same formula, charge and spin = 0.0 kcal per mole
maximum force = 0.1 eV/Å
expectation value of S² = 0.76
frontier orbital gap (spin up / spin down) = 0.3306 / 0.2836 hartree
multiplicity = 2

Atoms and positions in Å:
Re 3.05 -0.16 -0.76
F 1.79 0.34 -3.41
F 3.94 0.98 -3.58
O 0.98 0.30 -0.79
O 0.29 -2.68 0.97
O 2.15 -1.68 0.23
C 0.09 -0.45 0.12
C -1.10 -1.65 -1.71
C -0.11 0.39 1.37
C 4.55 0.68 -0.32
C -0.60 1.92 3.65
C -3.49 -0.35 -1.17
C -0.64 -0.20 2.52
C 0.16 1.76 1.37
C -1.17 -0.74 -0.65
C -3.41 -1.25 -2.22
C 0.87 -1.74 0.48
C -2.37 -0.10 -0.39
C -0.88 0.56 3.64
C -2.21 -1.90 -2.49
C -0.08 2.52 2.51
B 3.00 0.49 -2.78
H -0.17 -2.18 -1.91
H 0.58 2.23 0.49
H -0.79 2.52 4.53
H -2.15 -2.61 -3.31
H 0.62 0.31 -1.69
H -4.42 0.15 -0.95
H 0.14 3.57 2.50
H -1.29 0.09 4.53
H -0.85 -1.26 2.51
H 5.38 1.25 0.07
H 4.87 -0.29 -0.98
H -4.28 -1.45 -2.83
H -2.44 0.61 0.43

This record from the OMol25 dataset describes a molecular structure, C15H13BrCl5IOSbV in a non-equilibrium geometry. The level of theory is the ωB97M-V functional and the def2-TZVPD basis.

Values from the calculation:
net charge = +1
maximum force = 2.7 eV/Å
expectation value of S² = 0.85
frontier orbital gap (spin up / spin down) = 0.2695 / 0.2491 hartree
multiplicity = 2

Atoms and positions in Å:
I -0.33 -0.58 1.90
Sb 2.37 -0.30 -1.58
Br -0.55 -2.66 4.58
V -0.07 -0.20 -0.72
Cl -5.83 -1.01 -4.62
Cl -1.42 -1.99 -1.64
Cl -5.32 2.04 -4.24
Cl -2.88 3.01 -2.55
Cl -3.89 -3.08 -3.31
O -1.23 0.79 -1.54
C -0.16 0.92 6.60
C -0.32 -0.42 6.29
C -2.27 0.42 -2.22
C -0.33 -0.83 4.97
C -3.17 1.35 -2.79
C -0.17 0.11 3.96
C -0.01 1.45 4.26
C -4.50 -0.47 -3.70
C -2.54 -0.94 -2.39
C 3.99 0.17 -0.25
C 3.06 -2.16 -2.40
C 0.00 1.85 5.59
C -4.27 0.90 -3.52
C 2.82 0.97 -3.25
C -3.63 -1.41 -3.12
H 3.03 -2.94 -1.65
H 0.11 2.18 3.47
H 3.87 1.18 0.14
H 2.63 2.01 -2.99
H -0.17 1.23 7.63
H -0.44 -1.16 7.07
H 0.12 2.90 5.83
H 4.08 -2.03 -2.75
H 2.42 -2.44 -3.24
H 4.93 0.11 -0.79
H 4.01 -0.53 0.58
H 2.19 0.68 -4.09
H 3.87 0.85 -3.52

This record from the OMol25 dataset describes a molecular structure, C15H13ClCoEuI2O6S in a non-equilibrium geometry. The level of theory is the ωB97M-V functional and the def2-TZVPD basis.

Values from the calculation:
net charge = +4
maximum force = 7.6 eV/Å
expectation value of S² = 30.07
frontier orbital gap (spin up / spin down) = 0.2421 / 0.1914 hartree
multiplicity = 11

Atoms and positions in Å:
Eu 0.38 1.19 0.09
I 1.32 -3.50 -0.25
I 1.72 3.79 -0.28
Co -0.05 -1.67 -0.09
Cl -0.46 1.23 8.31
S 1.35 -0.31 -1.79
O 1.05 0.06 1.78
O -1.60 -2.41 2.23
O 1.60 -1.84 2.80
O -2.43 2.68 -1.75
O -1.51 2.52 2.76
O -2.18 -2.30 -1.87
C -0.79 0.26 -3.63
C 0.59 -0.98 5.15
C 0.62 1.32 4.44
C 0.22 1.72 5.71
C 1.18 -0.69 2.85
C 0.21 -0.60 6.43
C 1.55 1.09 -4.06
C -1.00 2.11 1.82
C -1.00 -1.95 1.36
C 0.02 0.75 6.70
C 0.78 -0.06 4.13
C 0.69 -0.03 -3.46
C -1.39 -1.88 -1.19
C 1.10 -1.42 -3.98
C -1.63 2.11 -1.12
H 0.55 -2.20 -3.44
H 2.17 -1.58 -3.81
H -1.42 0.01 -2.78
H -1.14 -0.36 -4.46
H 1.35 2.05 -3.56
H 2.61 0.86 -3.95
H 0.81 2.09 3.70
H 0.74 -2.02 4.93
H -0.95 1.31 -3.90
H 0.05 2.77 5.96
H 0.05 -1.34 7.19
H 1.29 1.17 -5.12
H 0.86 -1.45 -5.04

This record from the OMol25 dataset describes a molecular structure, C15H13ClIN7O3PtS in a non-equilibrium geometry. The level of theory is the ωB97M-V functional and the def2-TZVPD basis.

Values from the calculation:
net charge = +2
energy above the lowest of the compared OMol25 structures with the same formula, charge and spin = 37.1 kcal per mole
maximum force = 3.8 eV/Å
frontier orbital gap (spin up / spin down) = 0.1472 / 0.1469 hartree

Atoms and positions in Å:
Pt 0.36 0.12 0.95
I 2.69 -3.00 -2.52
Cl 6.00 1.55 -2.83
S 1.60 -0.41 2.91
O -2.49 1.48 -1.89
O -0.67 2.19 -1.00
O 1.33 -0.95 -0.52
N -1.54 1.37 -1.14
N -1.38 0.22 -0.35
N -0.40 1.06 2.56
N -2.10 -1.84 0.40
N 1.91 1.56 0.23
N -3.37 -0.80 -1.17
N -1.00 -1.93 1.24
C 4.30 -0.46 -2.50
C 2.73 0.95 -0.64
C 3.18 -1.09 -1.97
C 2.14 2.81 0.57
C 4.09 2.91 -0.81
C -1.66 2.45 3.98
C 0.17 1.13 4.86
C -2.29 -0.77 -0.41
C -0.87 2.02 5.05
C 3.24 3.52 0.07
C 2.37 -0.40 -1.02
C -1.39 1.95 2.72
C 4.63 0.84 -2.13
C 0.38 0.66 3.58
C 3.84 1.58 -1.19
H 4.94 3.44 -1.21
H 1.45 3.26 1.28
H -2.46 3.15 4.12
H 0.81 0.81 5.67
H -1.95 2.23 1.84
H 4.93 -0.98 -3.21
H -1.06 2.41 6.04
H -0.39 -2.70 0.96
H -3.55 -0.02 -1.79
H 3.39 4.55 0.38
H -2.74 -2.62 0.35
H -1.28 -2.06 2.21
H -3.99 -1.59 -1.16

This record from the OMol25 dataset describes a molecular structure, C15H13N8PdS4Te in a non-equilibrium geometry. The level of theory is the ωB97M-V functional and the def2-TZVPD basis.

Values from the calculation:
net charge = -1
energy above the lowest of the compared OMol25 structures with the same formula, charge and spin = 16.8 kcal per mole
maximum force = 3.5 eV/Å
expectation value of S² = 2.01
frontier orbital gap (spin up / spin down) = 0.2532 / 0.2146 hartree
multiplicity = 3

Atoms and positions in Å:
Te -2.58 -0.34 -2.49
Pd -1.09 -1.51 1.90
S -1.55 -2.66 3.82
S -3.57 -2.68 3.92
S -4.34 -0.97 3.31
S -3.02 -0.17 2.02
N 4.67 0.30 2.21
N -1.32 2.10 4.01
N 0.29 2.05 5.64
N -0.04 1.74 4.44
N 1.02 -2.11 1.76
N 0.95 1.33 3.67
N 3.32 -1.79 2.55
N 1.54 1.71 5.80
C -1.05 1.99 -1.83
C -1.26 0.67 -1.45
C -0.06 2.76 -1.19
C 1.92 1.22 4.56
C 4.01 -0.68 2.33
C 0.65 2.21 -0.09
C -0.68 -2.03 -6.06
C -1.58 -1.56 -5.11
C 1.16 -1.54 -4.55
C 0.53 0.85 0.19
C 0.25 -1.04 -3.63
C -1.08 -0.98 -3.95
C -0.49 0.16 -0.39
C 2.13 -1.87 2.05
C 0.68 -2.07 -5.77
H 0.73 -0.55 -2.79
H -0.68 -0.95 -0.19
H -0.04 3.80 -1.43
H -1.26 2.83 3.30
H -1.04 -2.29 -7.09
H -1.77 1.30 3.58
H 2.19 -1.59 -4.29
H 0.95 0.35 1.03
H 2.89 0.93 4.20
H 1.32 2.74 0.55
H -1.57 2.28 -2.76
H 1.46 -2.45 -6.43
H -2.57 -1.48 -5.38

This record from the OMol25 dataset describes a molecular structure, C15H13NO5PtS. The level of theory is the ωB97M-V functional and the def2-TZVPD basis.

Values from the calculation:
net charge = 0
maximum force = 0.5 eV/Å
expectation value of S² = 2.01
frontier orbital gap (spin up / spin down) = 0.2934 / 0.2723 hartree
multiplicity = 3

Atoms and positions in Å:
Pt -0.56 0.22 -0.31
S -1.61 -1.54 3.80
O 1.46 -0.74 -0.97
O 0.58 1.65 0.79
O 2.04 3.32 0.54
O -0.46 1.26 -2.02
O 0.56 2.85 -3.18
N -1.27 -0.75 1.39
C -5.31 -0.74 2.39
C 2.56 -0.11 -0.26
C 3.77 -0.77 -0.94
C 0.61 1.87 -2.48
C 2.47 1.35 -0.70
C 1.85 -0.32 -2.30
C -3.02 -1.12 2.89
C -0.64 -1.15 2.44
C 1.94 1.21 -2.17
C 3.26 -0.92 -2.40
C -4.95 -0.34 1.09
C -2.66 -0.72 1.61
C 1.64 2.21 0.25
C -4.36 -1.14 3.30
C -3.64 -0.33 0.69
H 3.20 -1.97 -2.70
H 3.98 -1.74 -0.49
H 0.43 -1.23 2.48
H 3.87 -0.39 -3.12
H 1.13 -0.68 -3.03
H -5.73 -0.05 0.39
H -6.35 -0.74 2.68
H 2.64 1.63 -2.88
H -3.36 -0.02 -0.31
H 4.66 -0.15 -0.86
H -4.63 -1.46 4.29
H 3.45 1.83 -0.70
H 2.47 -0.28 0.80

This record from the OMol25 dataset describes a molecular structure, C15H14BClFHgN8O4 in a non-equilibrium geometry. The level of theory is the ωB97M-V functional and the def2-TZVPD basis.

Values from the calculation:
net charge = -2
energy above the lowest of the compared OMol25 structures with the same formula, charge and spin = 11.4 kcal per mole
maximum force = 1.4 eV/Å
expectation value of S² = 0.76
frontier orbital gap (spin up / spin down) = 0.2618 / 0.2613 hartree
multiplicity = 2

Atoms and positions in Å:
Hg 1.04 0.14 -0.57
Cl 3.79 0.98 -1.07
F 3.01 -0.67 -4.91
O 0.20 -4.70 -1.72
O 1.11 -2.74 -1.17
O -2.11 -0.44 -3.40
O 1.37 1.63 -5.38
N -1.50 1.53 -0.11
N -1.94 -0.98 1.15
N 0.27 1.61 2.37
N -0.26 0.60 -4.18
N 0.68 2.57 1.53
N -1.91 1.70 1.13
N -0.12 -1.58 -3.41
N -1.24 -0.44 2.15
C 1.18 -1.58 -3.78
C -0.92 -0.47 -3.61
C -3.43 2.62 -0.17
C 1.92 2.87 1.87
C 1.75 -0.55 -4.45
C 1.02 0.66 -4.73
C -3.08 2.36 1.14
C 2.33 2.11 2.96
C -2.39 2.07 -0.92
C -0.73 -1.40 2.94
C -1.87 -2.29 1.30
C 0.32 -3.48 -1.76
C -0.69 -2.75 -2.79
C 1.24 1.32 3.24
C -1.11 -2.62 2.43
B -1.19 1.09 2.33
H -0.97 -3.50 -3.54
H 1.75 -2.47 -3.53
H -0.87 -3.60 2.80
H -2.36 -2.94 0.61
H -0.14 -1.18 3.81
H -1.58 -2.45 -2.23
H -4.31 3.13 -0.53
H -1.74 1.41 3.36
H -2.28 2.03 -1.98
H 2.46 3.63 1.34
H 1.12 0.57 4.01
H -0.81 1.45 -4.27
H -3.58 2.59 2.05
H 3.28 2.12 3.46

This record from the OMol25 dataset describes 2 unconnected molecules or ions with the total composition C15H14BrCl2FNOS in a non-equilibrium geometry. The level of theory is the ωB97M-V functional and the def2-TZVPD basis.

Values from the calculation:
net charge = +1
maximum force = 2.6 eV/Å
frontier orbital gap = 0.2884 hartree

Atoms and positions in Å:
Br 5.96 -1.04 -1.24
Cl 2.03 2.62 1.08
Cl -2.39 1.22 3.05
S -3.10 -1.71 -1.44
F -0.95 -0.57 -0.41
O -0.37 -3.69 -1.42
N -0.16 2.20 2.30
C -0.86 3.07 4.42
C -1.16 -1.42 -1.45
C 1.33 -1.97 -1.13
C -3.66 0.02 -1.01
C -1.03 2.25 3.28
C -0.09 -2.50 -1.37
C 0.97 2.89 2.40
C 0.30 3.86 4.51
C 1.80 -0.75 -1.65
C 3.63 -2.52 -0.48
C 2.26 -2.84 -0.53
C -3.14 -1.62 -3.24
C 4.08 -1.36 -1.15
C 1.24 3.74 3.47
C 3.17 -0.43 -1.69
H -2.42 -2.38 -3.56
H -4.76 0.04 -1.05
H -1.01 -0.92 -2.41
H 4.35 -3.22 -0.03
H 3.53 0.47 -2.19
H -3.25 0.71 -1.75
H -4.12 -1.86 -3.64
H 0.47 4.54 5.35
H -1.63 3.04 5.18
H -2.84 -0.62 -3.53
H 2.18 4.27 3.46
H 1.08 -0.04 -2.05
H 1.90 -3.76 -0.09
H -3.33 0.28 0.00

This record from the OMol25 dataset describes a molecular structure, C15H14BrNO2Y in a non-equilibrium geometry. The level of theory is the ωB97M-V functional and the def2-TZVPD basis.

Values from the calculation:
net charge = -1
energy above the lowest of the compared OMol25 structures with the same formula, charge and spin = 0.9 kcal per mole
maximum force = 2.9 eV/Å
frontier orbital gap = 0.1909 hartree

Atoms and positions in Å:
Y -0.82 -0.59 -0.62
Br 1.09 1.53 3.55
O 0.81 -0.21 1.04
O 0.84 1.12 -0.75
N -2.82 -0.14 0.28
C 4.46 3.32 1.84
C -0.07 -1.93 -2.67
C 3.49 2.86 2.74
C 2.39 1.63 0.98
C 2.44 2.03 2.34
C 3.32 2.10 0.07
C -4.30 -1.74 1.38
C -3.05 -1.32 0.95
C 1.31 0.79 0.42
C -2.35 -1.90 -2.28
C -0.61 -0.71 -3.22
C -1.81 -2.15 1.11
C -1.16 -2.66 -2.08
C 4.36 2.93 0.50
C -2.02 -0.70 -2.98
H 0.95 -2.28 -2.78
H -5.16 -1.09 1.26
H 3.56 3.16 3.78
H -3.36 -2.22 -2.02
H 3.21 1.81 -0.97
H -2.73 0.04 -3.35
H 5.26 3.97 2.18
H -1.97 -3.22 0.96
H -0.06 0.02 -3.82
H -1.23 -1.88 2.01
H 5.09 3.28 -0.24
H -3.58 0.53 0.25
H -1.10 -3.64 -1.62
H -4.39 -2.74 1.77